112
Properties=species:S:1:pos:R:3 method="wB97M-V/def2-TZVPD" homo_lumo_gap_ev=6.5575 e_homo_ev=-4.6 e_above_lowest_ev=0.000 max_force_ev_per_a=1.05 total_charge=-1
Ba 0.98452 0.26800 -2.06595
O 3.43178 -0.76635 -2.10848
S 3.05729 -2.16329 -2.36840
O 3.21239 -2.53854 -3.74101
O 1.73820 -2.48357 -1.80959
C 4.19990 -3.00892 -1.30599
C 5.17728 -3.80396 -1.88677
C 6.14430 -4.40087 -1.09464
C 6.12482 -4.18901 0.27629
C 5.13927 -3.39519 0.84240
C 4.15162 -2.78395 0.06970
P 2.82290 -1.78953 0.92233
C 2.05632 -3.13601 1.89540
C 1.91973 -4.41664 1.36135
C 1.17588 -5.38216 2.02497
C 0.55747 -5.08594 3.23134
C 0.67746 -3.81086 3.76641
C 1.41328 -2.84319 3.09982
C 3.78974 -0.84005 2.15636
C 4.03133 0.48958 1.80932
C 4.71832 1.33480 2.66872
C 5.15921 0.86212 3.89591
C 4.91250 -0.45560 4.25940
C 4.23199 -1.30146 3.39561
H 5.16714 -3.93679 -2.96086
H 6.90861 -5.01974 -1.54686
H 6.87439 -4.64343 0.91211
H 5.13929 -3.25141 1.91498
H 2.38624 -4.65768 0.41435
H 1.07868 -6.37041 1.59289
H -0.02138 -5.84103 3.74781
H 0.18671 -3.56273 4.69926
H 1.47522 -1.84302 3.51520
H 3.65984 0.86908 0.86347
H 4.88430 2.36662 2.38720
H 5.68211 1.52317 4.57567
H 5.24467 -0.82460 5.22194
H 4.02707 -2.32178 3.69763
C 0.88228 2.62445 -0.43159
Si -0.33695 2.60440 0.89118
C -0.69790 0.81493 1.43402
N -1.13635 -0.11505 0.37299
C -1.04016 -1.49932 0.85127
C -1.97275 -1.82131 2.02071
C -3.39169 -1.27826 1.75405
C -3.54816 -0.86798 0.29318
C -2.52409 0.20189 -0.07705
C -1.94184 3.47517 0.39832
C -2.15645 3.87458 -0.92090
C -3.35406 4.45504 -1.32008
C -4.36996 4.65169 -0.39522
C -4.17744 4.26974 0.92694
C -2.97670 3.68963 1.31381
C 0.25030 3.46213 2.48950
C -0.07345 4.78688 2.79293
C 0.49101 5.44460 3.87863
C 1.40154 4.78946 4.69640
C 1.74246 3.47313 4.41742
C 1.17169 2.82528 3.32960
H 1.89158 2.56698 0.00892
H 0.84389 3.55781 -1.00548
H -1.38167 0.79701 2.29953
H 0.26765 0.44725 1.81276
H -0.00649 -1.68693 1.13248
H -1.25654 -2.17213 0.01953
H -1.56637 -1.38733 2.93718
H -1.97995 -2.90404 2.17493
H -3.58304 -0.40475 2.38524
H -4.14691 -2.02075 2.01979
H -4.54539 -0.47009 0.10743
H -3.44250 -1.73718 -0.35681
H -2.83441 1.12797 0.40794
H -2.55086 0.39031 -1.15572
H -1.37841 3.70453 -1.65542
H -3.49756 4.73624 -2.35729
H -5.30954 5.09457 -0.70307
H -4.96713 4.41806 1.65418
H -2.84558 3.39092 2.34995
H -0.78023 5.31950 2.16545
H 0.21973 6.47340 4.08567
H 1.84341 5.30169 5.54269
H 2.45650 2.94963 5.04318
H 1.47191 1.80129 3.12690
I 2.60146 3.59427 -3.70575
C 0.70284 4.26359 -4.39875
I -0.84381 2.80058 -4.54724
H 0.85668 4.69005 -5.38147
H 0.36633 5.01748 -3.69765
N -1.56847 -2.17786 -2.42881
N -1.79354 -2.35929 -3.82751
C -1.03915 -1.78115 -4.77341
N -1.43351 -1.98265 -6.04758
N 0.02524 -1.10234 -4.36215
N 0.87788 -0.57910 -5.26026
O 0.97424 -1.00451 -6.40403
O 1.55301 0.34711 -4.83220
H -0.57299 -2.23811 -2.21073
H -1.91683 -3.05612 -2.05132
H -2.78559 -2.25928 -4.02724
H -2.43869 -1.96969 -6.17508
H -0.89517 -1.48524 -6.73974
Se -3.52223 0.38994 -4.79712
C -4.79284 0.42358 -3.39838
C -4.88541 1.51492 -2.52487
C -5.85199 1.53174 -1.53645
N -6.73944 0.55303 -1.32988
C -6.64418 -0.49080 -2.15417
C -5.71654 -0.60338 -3.17714
H -4.20226 2.34829 -2.62238
H -5.91293 2.38317 -0.86411
H -7.36050 -1.29195 -1.99192
H -5.72545 -1.47699 -3.81803


40
Properties=species:S:1:pos:R:3 method="wB97M-V/def2-TZVPD" homo_lumo_gap_ev=9.5665 e_homo_ev=-8.8 e_above_lowest_ev=0.188 max_force_ev_per_a=0.71 smiles=CC(C)OCCCNC[C@@H](O)c1ccccc1
C -2.77642 -1.78944 0.46494
H -2.83918 -2.27768 1.43384
H -1.75750 -1.87686 0.09444
H -3.44327 -2.29154 -0.23129
C -3.17736 -0.31749 0.58876
C -4.61940 -0.18035 1.06868
H -5.28650 -0.64174 0.34603
H -4.74445 -0.66530 2.03293
H -4.88450 0.86965 1.15898
O -3.08795 0.33757 -0.66895
C -1.81728 0.84511 -1.00311
C -1.57585 2.25574 -0.45030
C -0.12822 2.68237 -0.67933
N 0.75706 1.82800 0.08612
H 0.62469 2.01162 1.07649
C 2.16032 1.91785 -0.26042
H 2.23912 1.83790 -1.34654
C 2.93308 0.74609 0.38554
C 2.21962 -0.55015 0.05772
C 2.19720 -0.99445 -1.25963
C 1.51711 -2.14679 -1.60489
C 0.85464 -2.88077 -0.63478
C 0.88566 -2.45551 0.68081
C 1.56107 -1.29616 1.02390
H 1.58462 -0.99217 2.06043
H 0.38191 -3.02720 1.44690
H 0.32264 -3.78171 -0.90278
H 1.50568 -2.47683 -2.63330
H 2.72164 -0.43394 -2.01987
O 3.12999 0.96176 1.76131
H 2.26633 0.98669 2.18810
H 3.94462 0.72214 -0.03665
H 2.63141 2.86656 0.04953
H 0.12009 2.55455 -1.73689
H -0.00896 3.75197 -0.43234
H -1.79295 2.26601 0.62029
H -2.25409 2.95822 -0.93584
H -1.78809 0.87307 -2.09622
H -1.01538 0.18409 -0.65255
H -2.50649 0.17440 1.31003